{
  "formula": "C7H26O8",
  "method": "ωB97M-V with the def2-TZVPD basis set",
  "total_charge": 0,
  "e_lumo_ev": 0.05,
  "homo_lumo_gap_ev": 8.89,
  "symbols": ["C", "C", "C", "C", "C", "C", "C", "H", "H", "H", "H", "H", "H", "H", "H", "H", "H", "H", "H", "O", "H", "H", "O", "H", "H", "O", "H", "H", "O", "H", "H", "O", "H", "H", "O", "H", "H", "O", "H", "H", "O"],
  "coordinates": [[0.896, 1.339, 2.842], [0.540, 0.399, 3.707], [1.679, 1.599, 0.547], [0.649, 1.368, 1.381], [-0.713, 1.730, 0.861], [-1.441, 2.613, 1.537], [1.607, 1.617, -0.957], [1.320, 2.300, 3.122], [0.129, -0.578, 3.473], [1.167, 0.294, 4.593], [2.700, 1.653, 0.929], [-1.096, 1.221, -0.016], [-2.446, 2.938, 1.290], [-1.132, 2.900, 2.538], [2.050, 0.679, -1.296], [0.603, 1.589, -1.357], [2.087, 2.429, -1.503], [-0.447, -0.971, -2.479], [-1.510, -1.982, -2.517], [-0.561, -1.884, -2.779], [-1.791, -3.787, 1.392], [-0.665, -3.169, 0.627], [-1.271, -3.922, 0.594], [0.732, -2.246, -1.941], [1.734, -3.250, -1.652], [1.468, -2.400, -1.275], [2.028, -1.940, 2.062], [2.589, -2.308, 0.842], [2.636, -2.631, 1.758], [0.291, -2.020, 0.074], [0.735, -0.598, 0.492], [0.275, -1.387, 0.805], [-2.783, -2.569, -0.854], [-3.140, -1.097, -1.165], [-2.915, -1.935, -1.568], [-1.126, 0.593, -3.756], [-2.344, 1.334, -3.288], [-1.759, 0.616, -3.027], [0.235, 3.842, -0.739], [-0.874, 4.108, -1.735], [-0.136, 3.511, -1.567]],
  "lowdin_charge": [-0.153, 0.028, -0.097, -0.299, -0.140, 0.014, -0.103, 0.114, 0.058, 0.063, 0.119, 0.096, 0.055, 0.060, 0.079, 0.030, 0.080, 0.028, 0.026, -0.065, 0.048, -0.005, -0.040, -0.002, 0.070, -0.094, 0.004, 0.007, -0.076, -0.008, 0.014, -0.075, 0.046, 0.057, -0.029, 0.056, 0.052, -0.047, 0.048, 0.052, -0.073]
}

{
  "formula": "C7H26O9",
  "method": "ωB97M-V with the def2-TZVPD basis set",
  "total_charge": 0,
  "e_lumo_ev": 0.10,
  "homo_lumo_gap_ev": 10.28,
  "symbols": ["O", "C", "C", "C", "C", "C", "C", "C", "H", "H", "H", "H", "H", "H", "H", "H", "H", "H", "H", "H", "O", "H", "H", "O", "H", "H", "O", "H", "H", "O", "H", "H", "O", "H", "H", "O", "H", "H", "O", "H", "H", "O"],
  "coordinates": [[-0.333, -2.693, 2.502], [0.124, -2.389, 1.420], [1.197, -1.375, 1.240], [1.048, -0.543, -0.037], [-0.168, 0.335, 0.095], [-1.434, -0.026, 0.245], [0.419, 2.556, 1.166], [0.091, 1.819, 0.121], [-0.196, -2.991, 0.554], [1.158, -0.642, 2.057], [2.185, -1.802, 1.398], [0.944, -1.170, -0.927], [1.900, 0.103, -0.270], [-1.738, -1.075, 0.159], [-2.303, 0.602, 0.350], [0.593, 3.621, 1.106], [0.293, 2.130, 2.160], [-0.048, 2.125, -0.920], [1.309, -3.005, -3.327], [0.013, -2.656, -2.597], [0.800, -3.230, -2.538], [2.736, -4.207, -0.506], [1.639, -3.267, -1.060], [2.200, -3.442, -0.273], [2.579, 2.990, -2.282], [1.418, 2.997, -1.281], [1.621, 2.996, -2.222], [0.083, -1.241, 3.740], [-0.469, -0.389, 4.852], [-0.190, -0.315, 3.923], [1.086, 1.569, -3.990], [-0.125, 2.510, -4.006], [0.352, 1.867, -4.540], [-2.782, 2.629, 1.882], [-2.448, 2.561, 0.378], [-3.158, 2.755, 1.000], [-2.699, 0.851, 3.008], [-1.325, 1.122, 3.539], [-2.228, 1.492, 3.566], [-1.375, -0.783, -3.959], [-1.564, -0.973, -2.474], [-1.207, -1.420, -3.248]],
  "lowdin_charge": [0.041, -0.258, -0.158, -0.132, -0.294, 0.057, 0.053, -0.174, 0.128, 0.106, 0.121, 0.095, 0.124, 0.074, 0.052, 0.069, 0.068, 0.102, 0.072, 0.014, -0.057, 0.049, -0.014, -0.077, 0.056, 0.000, -0.050, 0.032, 0.069, -0.083, 0.012, 0.021, -0.071, 0.002, -0.001, -0.069, 0.046, -0.007, -0.075, 0.065, 0.036, -0.043]
}

{
  "formula": "C7H28HfN17O16",
  "method": "ωB97M-V with the def2-TZVPD basis set",
  "total_charge": 1,
  "e_lumo_ev": -2.47,
  "homo_lumo_gap_ev": 8.09,
  "symbols": ["Hf", "N", "O", "O", "O", "N", "O", "O", "O", "N", "O", "O", "O", "C", "O", "N", "N", "H", "H", "H", "H", "C", "O", "N", "N", "H", "H", "H", "H", "C", "O", "N", "N", "H", "H", "H", "H", "C", "O", "N", "N", "H", "H", "H", "H", "C", "O", "N", "N", "H", "H", "H", "H", "C", "O", "N", "N", "H", "H", "H", "H", "C", "O", "N", "N", "H", "H", "H", "H"],
  "coordinates": [[-18.573, 24.407, -3.208], [-17.465, 27.940, -2.876], [-16.327, 28.029, -2.488], [-17.866, 26.761, -3.024], [-18.123, 28.926, -3.141], [-20.464, 26.196, -0.870], [-20.154, 25.505, -1.867], [-21.187, 25.681, -0.010], [-19.907, 27.260, -0.533], [-16.715, 21.228, -2.520], [-15.523, 21.117, -2.382], [-17.475, 20.310, -2.667], [-17.095, 22.349, -3.020], [-19.844, 22.269, -0.474], [-19.340, 22.863, -1.410], [-19.744, 21.004, -0.390], [-20.541, 22.839, 0.428], [-19.317, 20.489, -1.147], [-20.239, 20.543, 0.360], [-20.773, 23.821, 0.391], [-21.114, 22.262, 1.027], [-19.436, 22.108, -5.777], [-19.034, 22.988, -5.045], [-18.675, 21.298, -6.401], [-20.680, 21.973, -6.154], [-19.115, 20.687, -7.074], [-17.673, 21.256, -6.281], [-20.718, 21.682, -7.120], [-21.300, 22.552, -5.605], [-17.459, 25.239, 0.233], [-17.693, 24.842, -0.907], [-17.077, 26.393, 0.449], [-17.456, 24.422, 1.208], [-16.895, 27.016, -0.325], [-16.821, 26.469, 1.423], [-17.775, 23.490, 0.985], [-17.572, 24.818, 2.129], [-20.376, 26.279, -5.667], [-19.590, 25.586, -4.945], [-20.402, 26.302, -6.990], [-21.406, 26.982, -5.250], [-21.235, 26.608, -7.471], [-19.594, 25.957, -7.488], [-21.669, 27.162, -4.292], [-21.939, 27.559, -5.885], [-22.165, 23.119, -3.557], [-21.005, 23.524, -3.513], [-23.165, 23.784, -3.172], [-22.434, 21.870, -3.649], [-23.054, 24.788, -3.185], [-24.072, 23.429, -2.904], [-23.417, 21.640, -3.641], [-21.780, 21.188, -3.293], [-14.896, 25.038, -2.199], [-16.002, 24.899, -2.789], [-14.294, 24.032, -1.827], [-14.276, 26.191, -1.972], [-14.724, 23.121, -1.903], [-13.413, 24.198, -1.361], [-14.845, 26.905, -2.404], [-13.776, 26.067, -1.103], [-16.635, 24.999, -6.213], [-17.000, 24.699, -5.097], [-16.404, 24.119, -7.119], [-16.752, 26.189, -6.657], [-16.242, 23.184, -6.774], [-16.035, 24.554, -7.952], [-17.177, 26.942, -6.136], [-16.391, 26.306, -7.593]],
  "lowdin_charge": [2.286, -0.586, -0.004, -0.171, 0.049, -0.527, -0.182, -0.016, 0.043, -0.577, 0.042, 0.020, -0.180, -0.778, -0.068, 0.214, 0.227, 0.112, 0.128, 0.085, 0.129, -0.716, -0.074, 0.220, 0.201, 0.131, 0.138, 0.129, 0.091, -0.790, -0.074, 0.255, 0.218, 0.132, 0.141, 0.125, 0.132, -0.588, -0.107, 0.185, 0.201, 0.125, 0.119, 0.134, 0.124, -0.768, -0.045, 0.224, 0.196, 0.134, 0.140, 0.128, 0.144, -0.733, -0.104, 0.222, 0.190, 0.105, 0.133, 0.075, 0.117, -0.755, -0.050, 0.211, 0.218, 0.132, 0.124, 0.143, 0.124]
}

{
  "formula": "C7H28N14O7",
  "method": "ωB97M-V with the def2-TZVPD basis set",
  "total_charge": 0,
  "e_lumo_ev": 0.38,
  "homo_lumo_gap_ev": 9.59,
  "symbols": ["C", "O", "N", "N", "H", "H", "H", "H", "C", "O", "N", "N", "H", "H", "H", "H", "C", "O", "N", "N", "H", "H", "H", "H", "C", "O", "N", "N", "H", "H", "H", "H", "C", "O", "N", "N", "H", "H", "H", "H", "C", "O", "N", "N", "H", "H", "H", "H", "C", "O", "N", "N", "H", "H", "H", "H"],
  "coordinates": [[13.247, -3.853, 14.889], [12.329, -4.649, 14.742], [14.492, -4.155, 15.477], [13.097, -2.486, 14.520], [14.545, -5.163, 15.732], [15.229, -3.704, 14.991], [12.242, -2.097, 14.257], [13.778, -1.802, 14.755], [6.804, -1.727, 14.526], [7.532, -2.715, 14.409], [5.781, -1.457, 13.611], [7.015, -0.732, 15.508], [5.431, -2.189, 13.007], [5.312, -0.591, 13.531], [6.386, -0.032, 15.828], [7.895, -0.871, 15.994], [9.504, -7.721, 9.421], [8.509, -7.555, 8.752], [10.402, -8.699, 9.090], [9.874, -7.163, 10.672], [11.150, -9.015, 9.637], [10.097, -9.193, 8.279], [10.558, -7.753, 11.174], [9.291, -6.420, 11.071], [12.134, -9.006, 12.864], [13.306, -9.127, 12.650], [11.120, -9.942, 12.439], [11.582, -7.931, 13.451], [11.605, -10.766, 12.075], [10.340, -10.252, 12.980], [12.178, -7.133, 13.696], [10.635, -7.973, 13.903], [5.451, -4.235, 10.995], [5.251, -3.420, 11.820], [4.578, -5.287, 10.682], [6.646, -4.268, 10.262], [3.733, -5.056, 11.104], [4.344, -5.403, 9.688], [7.456, -3.775, 10.621], [6.825, -5.005, 9.600], [8.109, -6.486, 14.130], [8.433, -7.561, 13.679], [8.992, -5.680, 14.630], [6.865, -5.988, 13.989], [9.993, -5.841, 14.555], [8.651, -4.864, 15.094], [6.757, -5.003, 13.949], [6.169, -6.651, 13.582], [5.341, -8.675, 11.814], [4.157, -8.719, 11.458], [6.440, -8.417, 10.925], [5.697, -8.668, 13.083], [7.302, -8.027, 11.316], [6.103, -7.987, 10.009], [5.351, -9.233, 13.824], [6.708, -8.528, 13.284]],
  "lowdin_charge": [-0.596, 0.013, 0.129, 0.145, 0.123, 0.075, 0.071, 0.078, -0.598, -0.007, 0.152, 0.131, 0.032, 0.078, 0.078, 0.095, -0.658, 0.014, 0.150, 0.144, 0.066, 0.099, 0.062, 0.092, -0.692, 0.056, 0.123, 0.143, 0.094, 0.079, 0.102, 0.095, -0.642, 0.059, 0.159, 0.160, 0.068, 0.117, 0.105, 0.081, -0.740, -0.015, 0.205, 0.191, 0.096, 0.091, 0.064, 0.098, -0.668, -0.005, 0.133, 0.133, 0.053, 0.112, 0.108, 0.073]
}

{
  "formula": "C7H28N14O7V",
  "method": "ωB97M-V with the def2-TZVPD basis set",
  "total_charge": 2,
  "e_lumo_ev": [-4.27, -4.27],
  "spin_multiplicity": 4,
  "homo_lumo_gap_ev": [7.23, 10.48],
  "symbols": ["V", "C", "O", "N", "N", "H", "H", "H", "H", "C", "O", "N", "N", "H", "H", "H", "H", "C", "O", "N", "N", "H", "H", "H", "H", "C", "O", "N", "N", "H", "H", "H", "H", "C", "O", "N", "N", "H", "H", "H", "H", "C", "O", "N", "N", "H", "H", "H", "H", "C", "O", "N", "N", "H", "H", "H", "H"],
  "coordinates": [[7.258, 21.097, -11.716], [9.698, 23.257, -11.894], [8.557, 22.890, -11.580], [10.013, 23.640, -13.137], [10.730, 23.299, -11.014], [9.290, 23.613, -13.837], [10.878, 24.138, -13.249], [11.511, 23.822, -11.369], [10.687, 22.996, -10.060], [9.890, 19.138, -11.958], [8.938, 19.915, -12.101], [9.918, 18.047, -11.149], [11.075, 19.430, -12.487], [10.661, 17.386, -11.284], [9.079, 17.769, -10.672], [11.118, 20.224, -13.103], [11.840, 18.779, -12.472], [4.499, 22.952, -12.776], [5.679, 22.699, -12.524], [4.019, 22.950, -14.046], [3.565, 23.130, -11.823], [3.024, 22.958, -14.167], [4.729, 22.655, -14.692], [2.630, 23.379, -12.089], [3.878, 23.123, -10.870], [7.705, 21.491, -15.314], [7.614, 21.178, -14.119], [8.907, 21.895, -15.816], [6.746, 21.384, -16.231], [9.008, 22.160, -16.781], [9.719, 21.891, -15.228], [6.802, 21.614, -17.207], [5.844, 21.098, -15.891], [8.573, 20.933, -8.520], [8.015, 20.880, -9.613], [9.355, 19.904, -8.095], [8.632, 22.003, -7.688], [10.002, 20.070, -7.345], [9.380, 18.996, -8.517], [7.979, 22.748, -7.850], [9.229, 21.846, -6.900], [4.772, 20.744, -9.501], [5.583, 20.903, -10.419], [4.460, 19.562, -8.969], [4.178, 21.776, -8.858], [4.951, 18.781, -9.378], [3.578, 19.436, -8.506], [4.720, 22.627, -8.873], [3.461, 21.702, -8.161], [5.838, 18.353, -13.120], [6.267, 19.320, -12.486], [5.658, 17.140, -12.571], [5.347, 18.473, -14.375], [6.011, 16.934, -11.654], [5.411, 16.339, -13.127], [5.195, 17.580, -14.814], [5.456, 19.289, -14.941]],
  "lowdin_spin": [2.783, 0.005, 0.022, 0.001, 0.002, 0.000, 0.000, 0.000, 0.000, 0.007, 0.022, 0.003, 0.004, 0.000, 0.000, 0.000, 0.000, 0.005, 0.022, 0.001, 0.002, 0.000, 0.000, 0.000, 0.000, 0.002, 0.010, 0.000, 0.001, 0.000, 0.000, 0.000, 0.000, 0.005, 0.019, 0.002, 0.002, 0.000, 0.000, 0.000, 0.000, 0.009, 0.033, 0.002, 0.002, 0.000, 0.000, 0.000, 0.000, 0.006, 0.019, 0.003, 0.002, 0.000, 0.000, 0.000, 0.000]
}

What did we get for energy relative to the best compared isomer or geometry (same formula, charge and spin)? Answer: 76.9, 48.8, 28.1, 33.6, 21.4 kcal per mole, in the order shown.
What did we get for energy? Answer: -884.11648, -959.40569, -2465.92145, -1577.05112, -2520.69411 hartree, in the order shown.